# C25H30ClN3O5

A single C25H30ClN3O5 molecule (wB97M-V/def2-TZVPD, OMol25).

Summary:
Frontier orbital gap   0.337 Ha
Relative energy (zero: lowest compared OMol25 entry of this formula, charge and spin)   3.23 kcal per mole
Total energy   -1971.376102 Ha
SMILES   COc1cccc(C[C@@H](NC(C)=O)C(=O)NC2CCN(C(=O)c3ccc(Cl)cc3)CC2)c1OC
LUMO energy   0.7 eV
Molar mass   487.984 g mol⁻¹

CARTESIAN COORDINATES (ANGSTROEM)
H -5.7676 -1.1044 -1.9107
H -1.8038 -1.5581 -3.4490
H 2.7151 -3.5308 0.0556
H 3.8146 -5.0487 -1.7770
O 1.7433 -2.5745 1.7728
C -4.2256 -0.0659 -0.8446
C -1.4085 -1.3145 2.8482
C 1.7157 -1.7938 -0.4961
C 2.7420 -5.1199 -1.9415
H -0.0346 1.0517 4.0250
C -2.8678 0.2211 -0.7719
H -1.5867 2.4150 2.2710
C 0.6147 1.9933 -2.5329
H -4.9042 0.3574 -0.1190
H 0.0181 5.1684 1.6069
H -0.9499 4.3175 0.3684
C 1.9662 0.6427 -1.0747
C 0.0424 4.6951 0.6260
C -0.2063 0.8790 2.9627
O 2.4743 1.3757 1.1332
H 0.8385 -1.7041 -1.1488
C 1.0826 2.7689 -0.3047
C 0.4780 2.9493 -1.5413
C 3.4324 2.3306 1.5459
H 2.5547 -5.5827 -2.9058
H -1.7566 -1.1184 3.8626
H -1.2896 -2.3913 2.7331
C -3.8357 -1.4207 -2.7768
C 1.8611 1.6165 -0.0837
H 0.1449 -0.1324 0.6023
H -0.9531 -0.0597 -1.6906
C 2.6997 -0.6399 -0.8150
H 2.9785 3.3070 1.7266
H 3.2514 -0.9273 -1.7119
C -2.4802 -1.1362 -2.7226
H 1.4247 0.0812 -3.0624
H 0.5529 1.4290 2.4090
C -2.0037 -0.3068 -1.7234
N -2.1551 0.5911 1.5017
C -2.4164 -0.7995 1.8130
H -3.4383 -0.9093 2.1999
N 2.3209 -3.0756 -0.7574
H -2.3404 -1.3864 0.8954
O -2.0982 2.3166 0.0496
H 3.3981 -0.5233 0.0142
H 0.3691 5.4271 -0.1191
H 0.6912 -1.0747 3.3038
N 0.4112 -0.8159 1.2934
C -0.0582 -0.6141 2.6519
H 4.2273 2.4331 0.7997
H 3.8514 1.9429 2.4730
H -2.2912 1.2859 3.4471
C 1.3016 -1.7677 0.9762
H 2.3090 -5.7343 -1.1554
Cl -4.4433 -2.4545 -4.0198
C -1.6129 1.3730 2.5918
H -0.1214 3.8229 -1.7309
C -2.3391 1.1447 0.2857
C 1.3368 0.8403 -2.2995
O 1.5188 -3.2507 -2.8507
H 0.1338 2.1480 -3.4864
O 0.9647 3.6332 0.7431
C 2.1225 -3.7396 -1.9173
C -4.7139 -0.8829 -1.8480